Record 1
The following is a DFT calculation (ωB97M-V with the def2-TZVPD basis set) of a cluster of 2 separate species, C11H15N in total.

Results
- LUMO level: 0.88 eV
- Highest occupied orbital energy: -0.2868 Eh
- HOMO-LUMO gap: 0.319 Ha
- SMILES: Cc1c[nH]c2ccccc12.CC

Geometry as ORCA input:
```
! RIJCOSX wB97M-V def2-TZVPD def2/J DEFGRID3
* xyz 0 1
C -1.33785 1.54575 3.39131
C -1.00748 0.67495 2.20814
C -0.26710 -0.46910 2.26744
N -0.21575 -1.06676 1.01793
C -1.03288 -0.35043 0.17310
C -1.21313 -0.46596 -1.20376
C -1.84919 0.56143 -1.85694
C -2.53289 1.56766 -1.13591
C -2.30363 1.71626 0.20654
C -1.59181 0.71430 0.89726
H -0.49773 1.62375 4.07647
H -2.13890 1.08486 3.98126
H -1.76829 2.46833 3.00939
H 0.37655 -0.73744 3.07436
H 0.04760 -1.99487 0.89178
H -0.87570 -1.24605 -1.87797
H -1.87632 0.74215 -2.92054
H -3.19317 2.26445 -1.63309
H -2.76549 2.49961 0.79630
C 2.91939 -1.82315 -2.50908
C 3.54463 -0.99515 -1.37053
H 1.89324 -2.07488 -2.26541
H 3.03533 -1.14218 -3.34923
H 3.51774 -2.71608 -2.66968
H 4.35544 -0.36075 -1.72509
H 3.96178 -1.65610 -0.60908
H 2.81563 -0.36461 -0.86497
*
```

How positive or negative is each atom? The Löwdin charges in e answer that: -0.043, -0.229, -0.058, 0.084, -0.214, -0.027, -0.100, -0.101, -0.033, -0.138, 0.075, 0.080, 0.066, 0.115, 0.125, 0.103, 0.097, 0.096, 0.105, -0.157, -0.177, 0.046, 0.060, 0.059, 0.058, 0.055, 0.054

---

Record 2
The following is a DFT calculation (ωB97M-V with the def2-TZVPD basis set) of a structure of composition C55H48ClN7PPt.

Results
- LUMO level (spin up / spin down): -1.95 / -2.62 eV
- Highest occupied orbital energy (spin up / spin down): -0.3256 / -0.3711 Eh
- HOMO-LUMO gap (spin up / spin down): 0.254 / 0.275 Ha

Geometry as ORCA input:
```
! RIJCOSX wB97M-V def2-TZVPD def2/J DEFGRID3
* xyz 1 3
Pt -1.01067 0.88063 -0.20436
C 2.76845 -3.14488 -1.47588
N 1.79211 -2.13461 -1.76759
C 0.97303 -1.52696 -0.86922
N 0.21697 -0.63432 -1.47359
C 0.53456 -0.65144 -2.79789
C 1.53857 -1.59254 -2.99557
C 2.26873 -2.01285 -4.19560
C 2.22438 -3.33887 -4.62266
C 2.92279 -3.72702 -5.75238
C 3.67134 -2.80441 -6.46251
C 3.72108 -1.48513 -6.04029
C 3.02396 -1.08727 -4.91480
C -0.18078 0.17164 -3.76593
C -1.07302 1.14071 -3.30813
C -1.74926 1.96406 -4.18347
C -1.55031 1.82652 -5.54828
C -0.70814 0.83404 -6.02268
C -0.03393 0.00541 -5.14470
P 0.87115 -2.08534 0.86801
C 1.17541 -0.49573 1.71995
N 0.50719 0.63905 1.58939
C 1.08871 1.53889 2.42503
C 2.14103 0.92859 3.08732
N 2.17608 -0.36013 2.63099
C 3.08879 -1.39368 3.04098
C 3.02964 1.51455 4.08765
C 2.47856 2.24831 5.13800
C 3.30198 2.86331 6.06113
C 4.67882 2.76712 5.94345
C 5.23117 2.03856 4.90428
C 4.41485 1.40947 3.98232
C 0.74384 2.96676 2.46388
C -0.51609 3.42608 2.83158
C -0.80203 4.78157 2.79506
C 0.16862 5.69073 2.40729
C 1.43485 5.24311 2.06460
C 1.72209 3.89034 2.08854
C -0.94184 -2.08468 1.05538
N -1.79574 -1.19152 0.58629
C -3.03853 -1.57906 0.96183
C -2.93900 -2.75559 1.69044
N -1.60630 -3.05787 1.73476
C -1.01801 -4.21579 2.34469
C -4.01033 -3.57850 2.24412
C -5.11191 -3.87610 1.44026
C -6.15704 -4.63048 1.93712
C -6.12055 -5.09778 3.24138
C -5.03196 -4.80601 4.04622
C -3.97985 -4.05380 3.55320
C -4.21551 -0.79229 0.61442
C -4.27203 -0.16045 -0.62796
C -5.36089 0.63050 -0.94898
C -6.38549 0.81169 -0.03323
C -6.33492 0.17787 1.19861
C -5.25946 -0.62829 1.52236
H 3.19052 -2.97004 -0.48586
H 3.56183 -3.10925 -2.22108
H 2.31131 -4.13586 -1.49712
H 1.62396 -4.05950 -4.08470
H 2.87342 -4.75261 -6.08327
H 4.21038 -3.11026 -7.34567
H 4.29810 -0.76165 -6.59508
H 3.05261 -0.05977 -4.58254
H -1.25132 1.23562 -2.22173
H -2.43227 2.70866 -3.80201
H -2.06085 2.47852 -6.23953
H -0.58700 0.69533 -7.08728
H 0.59251 -0.78020 -5.53551
H 3.43409 -1.20083 4.05581
H 3.95419 -1.43489 2.37538
H 2.58794 -2.36246 3.01729
H 1.40482 2.32258 5.22941
H 2.87024 3.42602 6.87335
H 5.32087 3.26783 6.65048
H 6.30285 1.96838 4.80512
H 4.85420 0.86135 3.16117
H -1.27013 2.72285 3.14613
H -1.78861 5.12791 3.05811
H -0.05941 6.74496 2.36754
H 2.19831 5.94622 1.76901
H 2.70737 3.53943 1.80844
H -1.72928 -5.04014 2.31701
H -0.74747 -4.01665 3.38346
H -0.11812 -4.49785 1.79724
H -5.13924 -3.51134 0.42474
H -7.00322 -4.85402 1.30451
H -6.94121 -5.68139 3.63028
H -5.00434 -5.16198 5.06531
H -3.15114 -3.81141 4.20233
H -3.46488 -0.30228 -1.33962
H -5.40619 1.11263 -1.91316
H -7.22373 1.44722 -0.27670
H -7.13451 0.31249 1.91255
H -5.21534 -1.11389 2.48733
Cl -2.96879 3.20762 -1.12050
C -2.47531 2.33306 0.35264
H -3.38859 1.88328 0.74891
H -2.12366 3.10577 1.03313
N 0.59022 2.65377 -0.83423
C 1.71578 2.34129 -1.61445
C 1.81447 2.80416 -2.92570
C 2.93514 2.52734 -3.68434
C 3.96393 1.75897 -3.16153
C 3.85454 1.26236 -1.87162
C 2.74442 1.55082 -1.10089
H 0.00243 3.35219 -1.28074
H 0.81910 2.93326 0.11825
H 1.01459 3.40048 -3.34156
H 3.00893 2.91860 -4.68881
H 4.84727 1.55362 -3.74851
H 4.64582 0.65085 -1.46269
H 2.67332 1.16669 -0.09332
*
```

Atomic partial charges in e from the Löwdin method, atoms 1 to 99: 1.058, -0.023, -0.056, -0.434, 0.036, -0.149, -0.098, -0.193, -0.033, -0.067, -0.070, -0.058, -0.030, -0.148, -0.084, -0.084, -0.073, -0.064, -0.014, 1.190, -0.430, 0.050, -0.189, -0.115, -0.053, -0.025, -0.175, -0.015, -0.060, -0.070, -0.069, -0.037, -0.208, -0.051, -0.066, -0.064, -0.060, -0.046, -0.426, 0.035, -0.167, -0.103, -0.058, -0.027, -0.182, -0.024, -0.061, -0.072, -0.071, -0.039, -0.191, -0.070, -0.091, -0.072, -0.067, -0.029, 0.073, 0.103, 0.102, 0.119, 0.108, 0.108, 0.109, 0.092, -0.003, 0.071, 0.106, 0.108, 0.104, 0.103, 0.100, 0.070, 0.122, 0.110, 0.108, 0.108, 0.112, 0.121, 0.113, 0.109, 0.110, 0.125, 0.103, 0.100, 0.069, 0.124, 0.110, 0.107, 0.107, 0.112, 0.103, 0.104, 0.107, 0.107, 0.119, 0.499, -0.722, -0.020, -0.050

---

Record 3
The following is a DFT calculation (ωB97M-V with the def2-TZVPD basis set) of a cluster of 3 separate species, C33H71N3O5PS4 in total.

Results
- LUMO level: 1.58 eV
- Highest occupied orbital energy: -0.1618 Eh
- HOMO-LUMO gap: 0.220 Ha

Geometry as ORCA input:
```
! RIJCOSX wB97M-V def2-TZVPD def2/J DEFGRID3
* xyz -1 1
C 4.13641 1.35192 0.46633
C 2.83954 1.08218 -0.32095
C 3.01647 -0.06770 -1.30899
C 1.71643 -0.49957 -1.98912
C 1.86583 -0.85700 -3.48209
C 2.19061 -2.33120 -3.70586
C 0.97480 -3.27573 -3.62589
C -0.15884 -2.93032 -4.58121
P -1.75734 -4.00334 -4.32616
C -2.66702 -2.53710 -3.43949
C -2.17118 -2.29698 -2.01388
C -2.18845 -0.81295 -1.56468
C -2.73641 -0.65890 -0.15238
N -2.14092 0.50004 0.56132
C -2.59095 0.55165 1.95562
C -1.80688 1.58584 2.77436
C -1.01780 0.96681 3.92275
C -0.16210 2.10178 4.55498
C -2.42070 1.69856 -0.13885
S -1.23862 2.59077 -0.79175
S -4.13321 2.16496 -0.28098
C -4.04726 3.97127 -0.17743
C -4.16206 4.68376 -1.52715
C -4.76884 6.09284 -1.36795
C -2.41653 -3.39982 -6.07745
C -3.91568 -3.30263 -6.14599
S -4.54243 -2.87456 -7.84353
C -3.75720 -1.33823 -8.02108
N -2.77650 -1.07563 -8.84564
N -2.46207 0.26452 -8.65022
C -3.26305 0.68727 -7.72454
O -4.12076 -0.26163 -7.28487
C -0.92880 -5.57545 -5.22921
S -0.34666 -6.90295 -4.25469
O 0.29002 -6.48482 -3.03201
O 0.41490 -7.82143 -5.08228
H 4.38294 2.40906 0.52068
H 4.96802 0.86178 -0.03780
H 4.05789 0.94411 1.47083
H 2.59053 1.96348 -0.91075
H 2.01382 0.87223 0.35482
H 3.73778 0.25319 -2.06398
H 3.47803 -0.92845 -0.82053
H 1.32172 -1.38702 -1.49073
H 0.95647 0.27615 -1.89246
H 0.97613 -0.53375 -4.01613
H 2.68673 -0.26205 -3.89208
H 2.86407 -2.62999 -2.89485
H 2.73452 -2.49866 -4.63482
H 0.64156 -3.32343 -2.59173
H 1.33845 -4.26279 -3.90841
H 0.21923 -3.04612 -5.60034
H -0.48403 -1.89730 -4.46903
H -2.97624 -4.84666 -4.18179
H -1.28354 -4.45230 -3.03547
H -3.72451 -2.81310 -3.39439
H -2.63599 -1.61525 -4.02747
H -1.15900 -2.67397 -1.88612
H -2.81611 -2.85750 -1.33651
H -1.15425 -0.47159 -1.51541
H -2.72775 -0.19399 -2.27674
H -3.82973 -0.54290 -0.19153
H -2.51902 -1.54357 0.43900
H -2.39371 -0.43993 2.36239
H -3.67054 0.71073 2.04521
H -2.50402 2.31721 3.18451
H -1.11039 2.11087 2.12396
H -1.68528 0.54591 4.67138
H -0.33140 0.21061 3.54887
H -0.60437 3.04591 4.24164
H -0.16719 2.07945 5.64125
H 0.85181 2.07557 4.16867
H -3.12203 4.26239 0.30794
H -4.89978 4.24503 0.44193
H -4.72775 4.09110 -2.23975
H -3.16082 4.78171 -1.94005
H -4.24006 6.82527 -1.97052
H -4.72038 6.40643 -0.32776
H -5.80824 6.08421 -1.68643
H -2.07957 -4.04672 -6.88932
H -1.95275 -2.43080 -6.25808
H -4.39814 -4.24390 -5.89485
H -4.30986 -2.51688 -5.51088
H -3.29130 1.67135 -7.29806
H -0.12245 -5.32156 -5.91447
H -1.72094 -6.01620 -5.83653
H -1.48616 -7.55757 -3.91148
C 4.63276 3.59985 6.40798
C 4.08621 4.94482 5.95761
O 2.67345 5.00773 5.92411
C 2.01297 4.80063 7.15635
C 2.35684 5.82652 8.22408
H 4.21973 2.79587 5.79700
H 5.71926 3.58821 6.31528
H 4.38709 3.38757 7.45004
H 4.40413 5.14024 4.93354
H 4.49445 5.75428 6.57490
H 2.19761 3.78389 7.52239
H 0.94885 4.86051 6.92689
H 3.40287 5.76352 8.52842
H 1.74292 5.66545 9.11084
H 2.18013 6.83654 7.85173
C 2.86631 -2.61253 3.40954
C 3.76581 -1.46440 3.83332
O 3.15845 -0.56223 4.74114
C 2.74401 -1.09564 5.98256
C 3.87620 -1.68352 6.80880
H 1.92532 -2.23243 3.01013
H 3.35668 -3.20779 2.63936
H 2.63174 -3.27734 4.24283
H 4.01916 -0.86216 2.96087
H 4.71059 -1.84304 4.24114
H 1.94711 -1.83419 5.83675
H 2.29757 -0.26005 6.52321
H 4.31557 -2.56050 6.33127
H 3.50732 -1.98878 7.78871
H 4.66977 -0.94707 6.94437
*
```

Atomic partial charges in e from the Löwdin method, atoms 1 to 99: -0.104, -0.259, -0.233, -0.206, -0.207, -0.209, -0.260, -0.308, 0.556, -0.336, -0.245, -0.183, -0.209, -0.221, -0.219, -0.208, -0.246, -0.103, -1.093, 0.746, 0.918, -0.519, -0.316, -0.108, -0.372, -0.514, 0.927, -0.734, 0.048, 0.038, -0.196, 0.029, -0.429, 0.587, -0.392, -0.409, 0.061, 0.064, 0.045, 0.101, 0.100, 0.106, 0.108, 0.106, 0.080, 0.091, 0.098, 0.105, 0.103, 0.081, 0.091, 0.080, 0.054, -0.004, -0.002, 0.059, 0.065, 0.071, 0.101, 0.083, 0.103, 0.105, 0.119, 0.115, 0.096, 0.112, 0.092, 0.103, 0.101, 0.061, 0.058, 0.069, 0.056, 0.065, 0.092, 0.080, 0.064, 0.064, 0.066, 0.068, 0.062, 0.061, 0.050, 0.121, 0.061, 0.047, 0.060, -0.077, -0.282, -0.159, -0.289, -0.082, 0.080, 0.076, 0.064, 0.118, 0.105, 0.106, 0.116

---

Record 4
The following is a DFT calculation (ωB97M-V with the def2-TZVPD basis set) of the molecule C11H12NOP.

Results
- LUMO level (spin up / spin down): 0.09 / 0.09 eV
- Highest occupied orbital energy (spin up / spin down): -0.2671 / -0.2671 Eh
- HOMO-LUMO gap (spin up / spin down): 0.271 / 0.270 Ha

Geometry as ORCA input:
```
! RIJCOSX wB97M-V def2-TZVPD def2/J DEFGRID3
* xyz 0 1
C 3.76143 0.08568 0.38970
C 3.24355 -1.18971 0.54680
C 2.90927 1.11422 0.16177
C 1.92654 -1.50607 0.38717
C 0.46643 1.87433 -0.11802
C 1.54570 0.85005 0.05441
C 0.97437 -0.49010 0.21147
C -0.78751 1.54209 -0.09951
C -2.23846 1.61073 -0.24231
C -2.79487 0.69526 0.91412
C -1.77653 -2.04360 -1.42719
N -0.32989 -0.52525 0.35209
O -2.86367 -0.65726 0.60261
P -1.55393 -1.66604 0.35016
H 4.83642 0.37593 0.36918
H 3.76475 -2.16771 0.74092
H 3.23373 2.12158 0.12100
H 1.47374 -2.54510 0.50997
H 0.76110 2.96672 0.02363
H -2.56492 2.58202 -0.18772
H -2.58695 1.25287 -1.20343
H -2.06386 0.92189 1.63940
H -3.76995 1.04582 1.11427
H -2.07742 -1.04322 -2.03758
H -2.60455 -2.61929 -1.48048
H -0.88453 -2.58582 -1.69245
*
```

How positive or negative is each atom? The Löwdin charges in e answer that: -0.124, -0.116, -0.079, -0.066, -0.031, -0.141, -0.326, 0.044, -0.128, -0.247, -0.260, -0.127, -0.358, 0.845, 0.114, 0.120, 0.100, 0.122, 0.153, 0.091, 0.114, 0.097, 0.110, 0.099, -0.033, 0.024

---

Record-wise maximum force values, in eV/Å: 1.66; 0.96; 1.34; 4.66